(1)
ORCA calculation (the ωB97M-V functional and the def2-TZVPD basis) on a 15-piece molecular cluster, C36H92BrO17PS overall at a distorted geometry.

Computed properties:
- LUMO (eV) = -1.176
- F_max (eV/A) = 2.21

Geometry as ORCA input:
```
! wB97M-V def2-TZVPD RIJCOSX def2/J DEFGRID3
* xyz 0 1
H 5.248 7.292 -7.310
H -5.237 -3.483 1.513
C -2.475 0.025 4.155
H 4.348 -0.644 -3.189
H 8.510 -3.441 2.079
O -7.034 0.788 10.115
H -6.963 -0.830 8.564
O 4.836 4.504 -6.446
H 7.984 6.650 -6.925
H -1.516 1.227 8.651
H 3.367 2.081 -4.587
H 3.174 3.826 -4.735
H 2.325 2.769 -5.910
C 3.807 0.887 -0.480
H 5.088 -0.147 -7.378
H -3.379 0.326 3.604
H 8.998 -4.967 -3.388
H 0.604 -0.551 3.846
C 3.448 -0.585 -0.649
H -2.684 -1.417 5.730
O 2.708 -0.631 2.675
H -10.758 -0.777 1.437
C -4.515 -3.250 4.854
H -5.987 -5.795 3.120
P 3.890 -1.507 -2.168
H 2.205 9.584 -7.291
H 1.153 2.959 1.829
H 8.218 -6.095 -2.241
H 5.904 3.829 -4.837
H -10.055 -2.497 3.573
C 0.046 0.387 3.888
H 2.267 3.838 0.367
C -5.909 -4.704 3.196
H 7.721 -2.385 -3.671
O -0.487 -4.867 -0.853
H 6.658 -0.387 -4.057
H -1.914 -2.130 4.268
H -8.134 -3.720 2.298
C 3.096 10.208 -7.189
C -4.998 -1.113 -4.579
C 0.961 1.887 1.952
C -0.223 -6.074 -1.561
O 4.202 9.424 -6.750
O 7.967 -1.926 -4.483
C 6.865 -1.111 -4.851
H 0.277 -4.292 -0.967
C 2.663 2.871 -4.878
H 2.898 11.016 -6.480
H 1.904 1.456 3.824
C -10.982 -1.285 2.372
H 2.712 -2.172 -2.589
H -7.783 -0.455 7.035
C -1.891 0.759 -2.877
C 2.085 1.169 1.223
C 2.738 1.705 0.212
O 7.019 -5.432 -3.796
H 2.813 -0.608 -5.756
C -4.506 -4.381 3.783
C 7.768 -3.024 1.401
H -5.546 -1.412 -5.476
H 6.136 -3.634 0.550
H -11.849 -1.935 2.229
Br 2.214 -2.944 0.301
H 8.663 -6.643 -3.872
H -0.079 -5.866 -2.625
H 7.114 -0.580 -5.766
H -0.341 0.305 -1.788
C -1.308 0.207 3.129
H 0.666 -6.565 -1.159
C -2.222 0.809 7.929
O 7.165 6.570 -7.424
O -3.313 0.188 8.612
O -1.270 0.052 -1.802
H 5.984 -1.737 -5.024
H -6.214 0.866 10.616
O 4.822 1.338 -0.879
H -1.589 1.060 2.507
H -1.800 1.837 -2.712
H -11.206 -0.540 3.141
H -7.774 2.543 10.939
C -7.398 -3.353 1.582
O -4.067 -0.079 -4.889
H -2.614 1.609 7.307
C -6.843 -0.384 7.582
H 8.258 -2.731 0.469
H -4.777 -1.092 4.614
H -6.729 -4.295 3.792
C 5.988 3.852 -5.922
H 3.415 3.375 -0.888
H -3.820 -4.077 2.981
H -6.563 0.664 7.685
H -5.022 -1.009 7.348
H 3.966 9.052 -5.893
H 1.013 3.770 -3.815
H 0.770 2.065 -4.242
H -8.975 1.409 10.284
C 1.505 2.789 -3.851
H -6.131 -5.005 1.039
O 4.465 0.138 -6.701
H 7.311 -2.147 1.867
C -8.042 1.488 10.838
C 8.296 -5.800 -3.290
H 4.034 -1.827 -6.191
O -9.843 -2.053 2.745
C 2.534 -0.239 1.580
H 0.621 2.300 -1.157
H 6.030 7.003 -5.742
H -1.079 -6.733 -1.440
C 3.526 -0.916 -6.519
H 6.707 -4.685 -3.273
H -2.946 -0.517 9.157
S 5.292 -2.796 -1.661
H 6.048 2.827 -6.299
C 2.494 3.068 -0.374
H -4.106 -5.315 4.201
H -7.247 -2.278 1.718
C 1.419 2.984 -1.484
H -1.718 0.074 7.297
H -5.701 -0.730 -3.844
C -4.114 -1.879 4.241
C 2.803 -1.121 0.352
C -6.070 -4.157 1.728
O -5.842 -1.088 6.844
H 2.990 -1.112 -7.451
H -2.938 0.489 -2.914
C 0.875 1.622 3.477
H -5.544 -3.149 5.213
C -2.680 -1.434 4.629
H 4.927 4.516 -7.405
H -7.825 -3.476 0.577
H -2.351 0.746 4.970
H -1.415 0.484 -3.822
H -3.860 -3.531 5.687
H 0.031 1.687 1.406
C 6.180 7.368 -6.763
H 6.499 8.410 -6.742
H -4.478 -1.979 -4.161
H -4.160 -1.861 3.142
H -3.453 -0.433 -5.540
H 6.890 4.400 -6.203
O 6.785 -4.019 1.151
H 0.537 2.545 3.960
H 1.067 4.001 -1.688
H -0.213 0.530 4.948
O 2.058 2.382 -2.610
H -8.175 1.047 11.829
H 3.345 10.636 -8.157
H -1.240 -0.733 2.568
*
```

(2)
ORCA calculation (the ωB97M-V functional and the def2-TZVPD basis) on one molecule with the formula C5H14N2S at a distorted geometry.

Computed properties:
- LUMO (eV) = 0.916
- F_max (eV/A) = 2.68
- energy relative to the best compared isomer or geometry (same formula, charge and spin) (eV) = 1.058

Geometry as ORCA input:
```
! wB97M-V def2-TZVPD RIJCOSX def2/J DEFGRID3
* xyz 0 1
C 0.892 -0.225 -2.486
C -0.869 0.815 -0.998
H -0.194 1.703 -0.972
H -2.003 1.081 0.871
H -1.627 0.867 -1.773
H -0.377 -1.867 1.774
H 0.661 -0.907 3.002
H 0.873 0.307 0.943
H -1.600 0.069 4.247
H 2.298 0.754 -1.365
C -0.083 0.214 1.429
C -0.225 -0.988 2.401
H 0.073 1.125 2.086
H 0.916 -1.113 -3.129
N -0.136 -0.376 -1.521
H -1.796 -0.452 0.386
C -1.213 0.465 0.447
N 2.256 -0.102 -1.921
H 0.311 -0.926 -0.785
H 0.711 0.529 -3.322
S -1.788 -0.977 3.364
H 2.920 0.005 -2.678
*
```